Record 1
Formula: C20H33AuN3OP2
Source: the Open Molecules 2025 dataset
Level of theory: wB97M-V/def2-TZVPD

The total energy comes out at -50059.8445 eV. The LUMO energy is -3.26 eV. As for the net charge: +1.

CARTESIAN COORDINATES (ANGSTROEM)
Au -0.19 -0.07 -0.03
C -1.23 3.09 -1.57
P -0.42 2.27 -0.17
C 1.33 2.65 -0.47
N 1.55 3.70 -1.21
C 2.81 3.99 -1.57
C 3.10 5.07 -2.43
C 4.38 5.30 -2.83
C 5.44 4.50 -2.36
C 5.21 3.46 -1.51
C 3.89 3.17 -1.12
N 3.63 2.09 -0.35
C 2.39 1.81 -0.05
P 2.15 0.24 0.87
C 3.09 0.63 2.39
C 3.26 -1.00 -0.01
C 3.00 -2.31 0.74
C 4.75 -0.69 0.02
C 2.76 -1.08 -1.45
C -0.89 3.23 1.38
C -0.37 4.66 1.35
C -0.27 2.46 2.55
C -2.41 3.18 1.46
H -0.98 4.15 -1.63
H -2.30 2.95 -1.47
H -0.88 2.60 -2.48
H 2.28 5.69 -2.75
H 4.60 6.12 -3.50
H 6.45 4.72 -2.69
H 6.01 2.85 -1.12
H 4.01 1.15 2.13
H 3.29 -0.31 2.91
H 2.47 1.26 3.03
H 3.54 -2.33 1.69
H 3.34 -3.16 0.16
H 1.93 -2.43 0.97
H 5.13 -0.73 1.04
H 4.95 0.29 -0.39
H 5.27 -1.44 -0.57
H 1.68 -1.13 -1.49
H 3.17 -1.94 -1.97
H 3.08 -0.19 -2.00
H 0.71 4.69 1.30
H -0.69 5.16 2.26
H -0.77 5.21 0.50
H 0.81 2.43 2.45
H -0.65 1.44 2.59
H -0.51 2.96 3.49
H -2.87 3.82 0.71
H -2.74 3.51 2.44
H -2.77 2.16 1.30
C -0.46 -3.93 -0.75
C -0.48 -2.88 -1.82
N -0.33 -3.30 -3.08
O -0.63 -1.68 -1.60
H -0.27 -4.92 -1.14
H -1.42 -3.90 -0.23
H 0.30 -3.68 -0.01
H -0.24 -4.28 -3.32
H -0.38 -2.63 -3.84

Record 2
Formula: C26H54IO16P
Source: the Open Molecules 2025 dataset
Level of theory: wB97M-V/def2-TZVPD

The total energy comes out at -77986.1262 eV. The LUMO energy is 0.28 eV. As for the net charge: 0. Its SMILES is CC(C)C[PH3]CC(=O)I.CCOC(=O)OC.CCOC(=O)OC.CCOC(=O)OC.CCOC(=O)OC.CCOC(=O)OC.

CARTESIAN COORDINATES (ANGSTROEM)
C -7.21 -0.72 -0.22
C -6.27 -0.04 -1.22
C -6.26 1.47 -0.97
C -4.87 -0.67 -1.24
P -4.14 -0.98 0.46
C -3.50 -1.32 2.30
C -3.06 -0.01 2.85
O -1.99 0.49 2.58
I -4.44 1.04 4.14
H -6.90 -0.50 0.80
H -7.17 -1.80 -0.32
H -8.22 -0.35 -0.32
H -6.73 -0.18 -2.20
H -5.59 1.78 -0.18
H -7.27 1.79 -0.74
H -5.95 2.01 -1.87
H -4.96 -1.61 -1.79
H -4.22 -0.03 -1.84
H -4.50 0.33 0.87
H -4.95 -2.13 0.61
H -2.84 -1.20 -0.05
H -4.36 -1.65 2.87
H -2.67 -2.01 2.35
C -0.90 2.53 5.03
C 0.26 1.73 4.47
O 1.51 2.09 5.08
C 1.73 1.57 6.28
O 1.01 0.82 6.88
O 2.92 2.02 6.70
C 3.27 1.58 8.01
H -0.70 3.60 4.95
H -1.81 2.30 4.48
H -1.06 2.30 6.08
H 0.38 1.94 3.41
H 0.09 0.66 4.57
H 3.20 0.50 8.10
H 2.64 2.06 8.76
H 4.30 1.89 8.17
C 1.98 -0.42 -0.46
C 0.88 -1.44 -0.31
O 0.26 -1.74 -1.57
C 0.93 -2.57 -2.36
O 1.98 -3.09 -2.10
O 0.25 -2.72 -3.49
C 0.90 -3.54 -4.47
H 1.60 0.47 -0.97
H 2.37 -0.13 0.51
H 2.80 -0.81 -1.06
H 0.08 -1.05 0.32
H 1.24 -2.36 0.16
H 1.17 -4.50 -4.04
H 1.78 -3.03 -4.86
H 0.18 -3.68 -5.27
C -6.69 4.59 -6.36
C -7.43 3.32 -5.98
O -7.91 3.37 -4.63
C -9.01 4.09 -4.44
O -9.64 4.66 -5.28
O -9.31 4.05 -3.14
C -10.45 4.83 -2.77
H -5.89 4.79 -5.64
H -6.25 4.49 -7.35
H -7.36 5.45 -6.36
H -6.76 2.47 -6.02
H -8.26 3.12 -6.66
H -11.31 4.57 -3.38
H -10.23 5.89 -2.87
H -10.65 4.60 -1.73
C 9.20 -4.18 -4.29
C 8.09 -4.86 -5.07
O 7.15 -5.49 -4.20
C 6.26 -4.67 -3.63
O 6.18 -3.48 -3.81
O 5.47 -5.39 -2.84
C 4.50 -4.63 -2.12
H 9.68 -4.89 -3.61
H 9.96 -3.79 -4.97
H 8.82 -3.35 -3.70
H 8.50 -5.66 -5.68
H 7.58 -4.16 -5.73
H 3.92 -4.01 -2.78
H 4.99 -4.03 -1.36
H 3.84 -5.35 -1.64
C 5.10 0.35 5.25
C 5.33 0.36 3.75
O 6.30 1.33 3.37
C 7.57 0.98 3.55
O 7.96 -0.08 3.98
O 8.35 1.99 3.17
C 9.74 1.77 3.37
H 4.86 1.34 5.60
H 4.29 -0.33 5.51
H 6.00 0.02 5.77
H 4.41 0.65 3.24
H 5.62 -0.63 3.38
H 10.06 0.84 2.91
H 9.98 1.76 4.43
H 10.25 2.60 2.89

Record 3
Formula: C3H6O2S
Source: the Open Molecules 2025 dataset
Level of theory: wB97M-V/def2-TZVPD

The total energy comes out at -18133.3040 eV. The LUMO energy (alpha / beta) is -0.19 / -0.19 eV. The calculation puts the energy relative to the best compared isomer or geometry (same formula, charge and spin) at 130.1 kcal per mole. As for the net charge: 0.

CARTESIAN COORDINATES (ANGSTROEM)
C 1.53 0.80 -0.10
C -1.21 -0.89 -0.53
C -0.99 0.51 -0.16
O 3.66 -0.46 0.65
O -1.16 0.91 1.09
S 2.17 -0.46 0.65
H 1.97 1.41 -0.79
H -1.92 -0.87 -1.28
H -1.52 -1.43 0.43
H -0.25 -1.09 -0.92
H -1.02 1.32 -0.83
H -1.27 0.25 1.78

Record 4
Formula: C25H40F3O13SY
Source: the Open Molecules 2025 dataset
Level of theory: wB97M-V/def2-TZVPD

The total energy comes out at -73191.9710 eV. The LUMO energy is -11.70 eV. The calculation puts the energy relative to the best compared isomer or geometry (same formula, charge and spin) at 324.4 kcal per mole. As for the net charge: +2.

CARTESIAN COORDINATES (ANGSTROEM)
Y 0.40 -6.19 -2.13
C -0.42 0.24 0.09
F 0.25 1.28 0.72
F -0.75 -0.68 1.00
F -1.49 0.62 -0.54
S 0.84 -0.54 -1.23
O 0.48 -1.92 -1.58
O 0.80 0.43 -2.35
O 2.12 -0.48 -0.57
C -5.80 5.03 2.94
C -5.36 4.51 4.30
C -6.51 3.45 4.53
O -6.87 2.96 3.20
C -6.20 3.76 2.20
H -5.17 5.68 2.33
H -6.67 5.67 3.10
H -5.26 5.39 4.93
H -4.53 3.81 4.16
H -7.37 3.91 5.03
H -6.05 2.60 5.05
H -6.93 4.18 1.51
H -5.30 3.43 1.69
C 2.77 2.65 8.33
C 2.49 2.56 6.81
C 1.88 1.23 6.70
O 2.52 0.35 7.69
C 2.68 1.19 8.86
H 2.27 3.44 8.89
H 3.82 2.86 8.51
H 3.40 2.51 6.21
H 1.89 3.41 6.49
H 2.10 0.85 5.70
H 0.82 1.23 6.96
H 3.65 1.05 9.32
H 1.84 1.12 9.55
O 4.75 -4.87 -2.65
C 5.93 -4.43 -2.60
O 6.86 -5.11 -1.95
C 8.20 -4.62 -2.24
C 7.91 -3.56 -3.30
C 6.49 -3.18 -3.13
H 8.87 -5.39 -2.62
H 8.64 -4.22 -1.33
H 8.02 -3.84 -4.35
H 8.58 -2.72 -3.14
H 6.00 -2.95 -4.08
H 6.32 -2.35 -2.45
O -3.71 -5.17 -0.11
C -4.80 -4.99 0.41
O -5.86 -5.88 0.18
C -6.94 -5.64 1.08
C -6.62 -4.28 1.72
C -5.20 -4.06 1.57
H -6.93 -6.23 2.00
H -7.94 -5.50 0.66
H -7.01 -4.00 2.70
H -7.03 -3.49 1.10
H -4.62 -4.14 2.48
H -4.85 -3.08 1.22
O 6.62 7.55 -2.28
C 6.00 6.48 -2.25
O 5.40 6.05 -3.42
C 4.97 4.72 -3.32
C 5.58 4.19 -2.02
C 5.91 5.43 -1.13
H 5.38 4.22 -4.19
H 3.88 4.72 -3.32
H 6.49 3.65 -2.29
H 4.94 3.41 -1.62
H 6.73 5.34 -0.41
H 4.95 5.60 -0.65
O -2.74 -3.54 -5.34
C -3.00 -3.08 -6.45
O -4.01 -3.66 -7.18
C -4.11 -3.04 -8.47
C -3.23 -1.83 -8.39
C -2.31 -1.93 -7.22
H -5.13 -2.79 -8.76
H -3.63 -3.72 -9.17
H -3.82 -0.95 -8.13
H -2.70 -1.44 -9.26
H -2.22 -0.98 -6.69
H -1.34 -2.24 -7.62

Record 5
Formula: C2H7Cl3Si2
Source: the Open Molecules 2025 dataset
Level of theory: wB97M-V/def2-TZVPD

The total energy comes out at -55513.9452 eV. The LUMO energy is 0.50 eV. The calculation puts the energy relative to the best compared isomer or geometry (same formula, charge and spin) at 11.7 kcal per mole. As for the net charge: 0. Its SMILES is C[Si@H](Cl)[Si](C)(Cl)Cl.

CARTESIAN COORDINATES (ANGSTROEM)
C 1.51 0.62 -2.14
Si 1.21 1.00 -0.33
Cl 2.56 0.00 0.80
Si -1.16 -0.17 0.40
C -1.31 -1.19 2.05
Cl -2.58 1.35 0.52
Cl -1.72 -1.43 -1.15
H 2.50 0.23 -2.40
H 0.61 -0.06 -2.25
H 1.44 1.46 -2.83
H 1.03 2.50 0.08
H -0.99 -2.22 1.95
H -0.77 -0.80 2.86
H -2.32 -1.30 2.44

Record 6
Formula: C5H8N2O
Source: the Open Molecules 2025 dataset
Level of theory: wB97M-V/def2-TZVPD

The total energy comes out at -10337.3490 eV. The LUMO energy is 0.69 eV. The calculation puts the energy relative to the best compared isomer or geometry (same formula, charge and spin) at 124.0 kcal per mole. As for the net charge: 0. Its SMILES is C1=NN[C@H]2CC[C@H]2O1.

CARTESIAN COORDINATES (ANGSTROEM)
C 1.79 -0.93 -0.41
N 2.25 0.21 -0.39
N 1.43 1.27 0.16
C -0.01 0.81 0.30
C -1.16 0.80 -0.79
C -1.53 -0.60 -0.25
C -0.32 -0.59 0.66
O 0.63 -1.53 0.08
H 2.30 -1.81 -0.84
H 1.95 1.78 1.06
H -0.36 1.19 1.32
H -1.86 1.73 -0.41
H -0.88 0.92 -1.96
H -1.40 -1.58 -0.92
H -2.24 -0.77 0.61
H -0.57 -0.90 1.78

Record 7
Formula: C19H22N2O5S
Source: the Open Molecules 2025 dataset
Level of theory: wB97M-V/def2-TZVPD

The total energy comes out at -44113.0269 eV. The LUMO energy is 0.41 eV. The calculation puts the energy relative to the best compared isomer or geometry (same formula, charge and spin) at 37.0 kcal per mole. As for the net charge: 0. Its SMILES is CCN(CC(=O)Nc1cccc(C(C)=O)c1)S(=O)(=O)c1ccc(OC)cc1.

CARTESIAN COORDINATES (ANGSTROEM)
C -0.79 -2.66 -2.03
C 0.66 -2.26 -1.75
N 0.78 -1.24 -0.74
C 0.56 -1.56 0.64
C -0.93 -1.74 1.02
O -1.32 -2.73 1.59
N -1.67 -0.68 0.64
C -3.04 -0.48 0.74
C -3.91 -1.41 1.31
C -5.26 -1.14 1.38
C -5.76 0.05 0.88
C -4.91 0.99 0.31
C -5.51 2.25 -0.21
C -4.57 3.26 -0.82
O -6.70 2.46 -0.14
C -3.55 0.72 0.24
S 1.08 0.34 -1.13
O 1.22 0.42 -2.56
O 0.09 1.18 -0.50
C 2.66 0.65 -0.35
C 3.78 0.05 -0.88
C 5.01 0.25 -0.28
C 5.11 1.06 0.85
O 6.26 1.33 1.51
C 7.47 0.77 1.05
C 3.96 1.67 1.37
C 2.74 1.46 0.77
H -1.37 -1.78 -2.32
H -0.82 -3.38 -2.84
H -1.25 -3.10 -1.15
H 1.10 -1.84 -2.65
H 1.24 -3.13 -1.44
H 0.98 -0.75 1.25
H 1.08 -2.49 0.90
H -1.16 0.09 0.20
H -3.51 -2.33 1.70
H -5.93 -1.86 1.82
H -6.82 0.27 0.93
H -4.05 2.83 -1.67
H -5.13 4.13 -1.14
H -3.82 3.57 -0.08
H -2.85 1.42 -0.19
H 3.69 -0.57 -1.76
H 5.89 -0.22 -0.70
H 7.44 -0.33 1.08
H 8.24 1.12 1.73
H 7.70 1.10 0.04
H 4.06 2.29 2.24
H 1.84 1.93 1.14

Record 8
Formula: C42H56BClGdN5P2
Source: the Open Molecules 2025 dataset
Level of theory: wB97M-V/def2-TZVPD

The total energy comes out at -104524.5536 eV. The LUMO energy (alpha / beta) is 0.08 / -0.59 eV. As for the multiplicity: 8. The calculation puts the energy relative to the best compared isomer or geometry (same formula, charge and spin) at 0.0 kcal per mole. As for the net charge: 0.

CARTESIAN COORDINATES (ANGSTROEM)
Gd 1.53 0.84 -2.52
C -1.24 -3.76 -2.52
C -0.57 -2.46 -3.01
C -0.65 -2.47 -4.58
C -1.30 -1.15 -2.46
P 1.25 -2.19 -2.47
C 1.25 -3.01 -0.76
N 0.72 -2.28 0.35
B 0.78 -0.85 0.81
N 0.12 -0.78 2.09
C -0.59 0.26 2.76
P -2.56 -0.03 2.89
C -3.36 1.49 1.93
C -3.05 1.18 0.45
C -2.68 2.77 2.50
C -4.89 1.59 2.01
C -3.01 0.09 4.83
C -1.80 0.74 5.62
C -4.36 0.81 5.18
C -3.11 -1.41 5.14
C -0.12 -2.16 2.53
C -0.08 -2.60 3.84
C 0.18 -3.96 4.11
C 0.39 -4.83 3.05
C 0.47 -4.37 1.71
C 0.37 -3.02 1.51
C 2.56 -3.20 -3.45
C 3.92 -2.94 -2.75
C 2.25 -4.71 -3.47
C 2.71 -2.71 -4.87
H -2.30 -3.77 -2.94
H -0.72 -4.65 -3.00
H -1.20 -3.93 -1.45
H -1.72 -2.51 -4.91
H -0.13 -1.63 -5.11
H -0.11 -3.34 -4.93
H -2.28 -1.11 -2.97
H -1.47 -1.18 -1.37
H -0.69 -0.23 -2.70
H 0.63 -3.94 -0.87
H 2.29 -3.36 -0.50
H -0.21 0.36 3.76
H -0.40 1.21 2.31
H -3.77 1.63 -0.26
H -2.04 1.40 0.17
H -3.22 0.10 0.24
H -1.79 3.06 1.92
H -3.35 3.63 2.48
H -2.38 2.67 3.55
H -5.44 0.74 1.61
H -5.27 1.84 3.00
H -5.19 2.47 1.36
H -1.15 -0.01 6.07
H -1.18 1.40 4.94
H -2.25 1.43 6.35
H -4.33 1.88 4.95
H -5.22 0.36 4.70
H -4.52 0.67 6.27
H -2.23 -2.10 4.85
H -3.24 -1.56 6.26
H -3.95 -1.87 4.63
H -0.20 -1.89 4.67
H 0.31 -4.29 5.10
H 0.43 -5.92 3.22
H 0.62 -5.08 0.91
H 3.98 -3.29 -1.68
H 4.73 -3.47 -3.30
H 4.16 -1.84 -2.62
H 2.44 -5.20 -2.48
H 1.17 -5.02 -3.78
H 2.93 -5.19 -4.19
H 3.72 -2.95 -5.23
H 2.53 -1.63 -4.98
H 2.03 -3.33 -5.42
C 3.80 -0.48 1.42
C 3.02 -0.54 0.26
N 1.81 0.13 0.17
C 1.84 1.43 0.83
C 2.58 1.57 2.00
C 3.65 0.68 2.25
C 2.31 2.71 2.86
C 1.37 3.63 2.50
C 0.86 3.63 1.18
C 1.24 2.60 0.30
N 1.13 2.68 -1.11
C 1.17 3.92 -1.78
C 1.72 5.11 -1.35
C 1.53 6.31 -2.04
C 1.09 6.26 -3.36
C 0.63 5.04 -3.91
C 0.11 4.92 -5.23
C -0.13 3.67 -5.81
C 0.00 2.53 -5.04
N 0.37 2.67 -3.73
C 0.65 3.84 -3.11
H 4.59 -1.20 1.68
H 3.31 -1.12 -0.64
H 4.25 0.94 3.07
H 2.83 2.78 3.83
H 1.04 4.38 3.15
H 0.16 4.43 0.77
H 2.18 5.14 -0.36
H 1.78 7.29 -1.61
H 1.03 7.24 -3.90
H 0.04 5.77 -5.90
H -0.45 3.62 -6.87
H -0.10 1.54 -5.49
Cl 3.44 1.47 -4.12

Record 9
Formula: C6H12O
Source: the Open Molecules 2025 dataset
Level of theory: wB97M-V/def2-TZVPD

The total energy comes out at -8462.0947 eV. The LUMO energy is 0.67 eV. The calculation puts the energy relative to the best compared isomer or geometry (same formula, charge and spin) at 52.1 kcal per mole. As for the net charge: 0. Its SMILES is C=CCC(=C)C.O.

CARTESIAN COORDINATES (ANGSTROEM)
C -1.39 2.63 -1.78
C -1.65 1.32 -1.85
C -0.61 0.24 -2.04
C 0.38 0.09 -0.89
C 1.64 0.52 -0.97
C -0.21 -0.38 0.40
H -0.41 3.06 -1.89
H -2.23 3.27 -1.50
H -2.70 1.04 -1.84
H -0.11 0.45 -2.99
H -1.18 -0.68 -1.98
H 2.33 0.63 -0.12
H 2.24 0.48 -1.88
H -0.59 0.51 0.88
H 0.53 -0.80 1.10
H -0.94 -1.19 0.34
O 1.56 -3.90 6.01
H 1.70 -2.95 5.85
H 1.63 -4.32 5.14

Record 10
Formula: C2H2NO2P
Source: the Open Molecules 2025 dataset
Level of theory: wB97M-V/def2-TZVPD

The total energy comes out at -16978.0970 eV. The LUMO energy is -0.55 eV. The calculation puts the energy relative to the best compared isomer or geometry (same formula, charge and spin) at 46.9 kcal per mole. As for the net charge: 0.

CARTESIAN COORDINATES (ANGSTROEM)
C 0.39 -0.74 -0.09
C 0.33 0.75 -0.01
N -0.96 1.28 0.16
O -0.79 -1.36 0.24
O 0.39 0.00 -1.23
P -1.96 0.12 0.29
H 1.27 -1.21 0.41
H 1.32 1.16 0.24